The following is a quantum chemistry calculation of 2 unconnected molecules or ions with the total composition C8H28BN5O10P4 at a distorted geometry, from the OMol25 dataset.

Total charge: 0
Kohn-Sham gap in eV: 8.02
SMILES string: N=P(O)(O)OC(=O)N(CB(O)O)PP(=O)(O)O.CN(C)P(=O)(N(C)C)N(C)C
E_LUMO in eV: -0.3
Energy above the lowest of the compared OMol25 structures with the same formula, charge and spin in kcal/mol: 0.0
Calculated total energy in eV: -74511.1624
HOMO energy in eV: -8.3

Each line ends with the Löwdin charge.
Cartesian coordinates (Å):
O: 3.1551 -5.2390 -3.0303  -0.084
P: -0.3056 -1.5545 -2.5615  0.245
C: -2.3302 3.3415 1.0676  -0.135
B: 3.3634 1.1279 -1.8802  -0.621
H: -2.3960 3.0856 0.0031  0.082
O: 2.4217 -2.9717 -3.7103  -0.093
H: -4.2121 2.2622 4.8170  0.085
H: 2.7813 -1.0266 -1.6585  0.076
H: 5.2621 1.2085 -1.5393  0.100
H: 5.4675 -2.9005 -2.7395  0.075
H: -4.5285 1.7423 3.1806  0.072
H: -4.3270 -0.2807 0.2622  0.086
H: -4.1077 -1.5847 2.1590  0.083
C: -1.7175 1.7704 4.9931  -0.143
H: -2.1367 2.4676 5.7195  0.077
C: 3.2539 -0.3797 -2.4060  -0.128
C: -0.0121 2.8107 1.1990  -0.148
H: -2.6372 -0.0725 -0.2224  0.067
N: 2.5925 -0.5094 -3.7401  -0.278
C: -3.4191 0.2964 0.4497  -0.107
H: -2.3933 -1.8186 1.7392  0.082
H: 0.1764 3.8867 1.1724  0.084
N: 3.4289 -3.4050 -1.2865  -0.135
H: 0.7615 2.3676 1.8234  0.068
H: 3.5003 -5.7428 -2.2858  0.094
N: -1.3341 2.5448 1.7448  -0.318
H: 4.2812 -0.7378 -2.5304  0.101
H: 0.0991 2.4133 0.1795  0.072
H: -3.6709 1.3186 0.1721  0.057
N: -2.4935 1.7813 3.7406  -0.292
O: 4.5882 1.7647 -1.9358  0.168
H: -1.6840 0.7725 5.4423  0.077
H: -3.3179 3.2352 1.5158  0.073
O: 2.3162 1.8367 -1.3404  0.128
H: -2.0798 4.4048 1.1381  0.081
N: -3.0417 0.2039 1.8539  -0.346
O: 0.2739 -1.8160 -1.0670  -0.167
H: 0.6333 -0.9606 -0.8010  0.045
P: 3.5155 -3.7293 -2.8000  0.384
P: -1.6041 0.9894 2.4124  0.730
P: 0.8725 -0.1450 -3.7425  0.926
H: 0.6650 1.0470 -3.0174  -0.045
C: -3.0995 -1.1857 2.2890  -0.146
H: -4.1025 0.5414 4.4150  0.077
O: -0.5156 -2.9546 -3.3040  -0.137
H: -0.0452 -3.6300 -2.7937  0.076
O: 3.3086 -1.8398 -5.4432  0.178
H: -0.6884 2.0894 4.7976  0.076
C: 2.8251 -1.7796 -4.3515  -0.587
H: 4.2986 -3.0441 -0.9234  -0.014
O: -0.5766 0.2319 1.5880  -0.313
H: 2.3061 1.8160 -0.3802  0.100
O: 4.9887 -3.4447 -3.3665  -0.099
H: -2.8590 -1.2631 3.3569  0.073
C: -3.9001 1.5523 4.0448  -0.137
O: -1.6007 -0.8947 -2.4191  -0.328